Record 1
25
Properties=species:S:1:pos:R:3:forces:R:3 method="wB97M-V/def2-TZVPD" gap_ev=8.1 total_charge=+1 de_lowest_kj_mol=509.0 e_lumo_ev=-3.536 e_homo_ha=-0.4276 e_tot_ha=-610.1142
O -0.335718 0.817076 2.025739 -0.50 1.12 2.14
N 0.614676 -0.124083 -0.080362 1.08 -0.69 4.09
N 1.268069 -0.919253 2.382768 -0.07 0.92 0.22
C -1.708940 2.466001 0.885578 1.55 -2.38 -4.39
C -0.288055 0.828279 -0.336969 -0.79 0.72 1.73
C 0.564111 0.004536 1.858937 0.76 -2.96 -7.20
C -2.154340 2.877215 -0.395784 -0.57 0.80 1.36
C 0.713468 -1.439010 -0.597487 1.42 1.03 2.68
C 0.036452 -1.804619 -1.864970 2.05 1.55 2.04
C -1.606468 2.328745 -1.550161 -1.77 1.53 -1.37
C 2.033041 -1.919815 1.544179 3.17 0.68 1.11
C -0.840537 1.409321 0.862193 0.16 0.43 -2.82
C -0.639147 1.348552 -1.545900 -0.63 0.38 -1.91
C 1.511634 -2.198619 0.206328 -2.41 1.88 -0.58
H 1.602732 -3.170496 -0.012259 0.33 -3.58 -1.10
H -0.819656 -1.329732 -2.105161 -3.32 1.68 0.25
H 1.557320 -0.765403 3.328724 0.14 -0.49 0.82
H 2.155738 -2.826527 2.245832 -0.37 1.26 -1.45
H 0.594194 -1.491357 -2.663710 2.13 0.28 -2.13
H -0.308251 1.089788 -2.578900 0.27 -0.40 1.41
H -1.994493 2.758432 1.786587 -1.69 1.91 3.55
H -1.996689 2.673869 -2.573741 0.67 -0.38 1.80
H -0.124544 -2.786976 -1.858850 -0.49 -4.03 -0.32
H -2.952627 3.652016 -0.357076 0.80 -0.66 -0.63
H 3.118031 -1.477938 1.394464 -1.93 -0.60 0.69

Record 2
81
Properties=species:S:1:pos:R:3:forces:R:3 method="wB97M-V/def2-TZVPD" gap_ev=8.9 de_lowest_kj_mol=45.4 smiles=CC1(C)CCCC(C)(C)N1O.CC1(C)CCCC(C)(C)N1O.CO.O.O.O.O.O e_lumo_ev=0.241 e_homo_ha=-0.3181 e_tot_ha=-1466.4609
O -2.381936 2.064970 -0.625166 0.02 0.15 -0.17
O -2.066663 -0.115759 -2.581534 -0.07 0.24 -0.03
O 2.518352 -3.899783 -1.338149 0.15 0.10 -0.13
O -4.650237 0.753620 0.683919 0.06 0.17 -0.07
O -0.555272 2.387375 -5.372836 0.12 0.11 0.36
O -0.857010 4.067024 1.040823 0.69 0.15 0.29
O -4.690801 -1.337213 -2.140091 0.12 -0.01 -0.18
O -3.215334 1.454950 -4.680125 -0.34 0.01 0.04
N -0.088226 2.901556 1.242304 -0.80 -1.80 -0.78
N 1.413741 -3.909401 -0.460040 -0.03 -0.27 0.02
C -0.484573 -3.042984 1.547462 -0.18 0.10 0.20
C 0.398457 -2.928172 -0.874926 -0.56 -0.11 -0.35
C 1.092123 3.042016 -0.907003 -0.93 0.78 -0.30
C 0.625755 -4.032628 1.835603 0.26 -0.65 -0.89
C 2.057592 1.695450 0.909951 -0.07 0.08 1.26
C 2.000655 1.359578 2.410354 -0.65 -0.35 -1.41
C 2.742106 -5.110332 1.222449 0.13 -0.70 -0.33
C 2.033655 4.215514 1.104295 -0.49 -0.78 -1.00
C 1.888130 -3.898604 0.920982 -1.12 1.08 1.26
C 0.566131 1.063718 2.814701 0.84 -0.07 0.49
C -1.793309 1.569405 2.412548 0.02 0.36 0.38
C 1.219864 2.961347 0.616252 1.78 0.22 -0.02
C -0.332213 3.196672 3.695541 -0.40 0.27 0.62
C -0.824649 -3.052617 0.065992 0.62 0.25 -0.37
C 0.503868 1.769084 -4.642176 -0.45 0.03 -0.21
C 2.612338 -2.588215 1.326462 0.63 -0.60 0.86
C -0.065843 -3.325244 -2.282996 0.68 -0.19 -0.06
C 0.849373 -1.468300 -0.927768 -0.22 0.19 0.11
C -0.403980 2.220179 2.520644 0.01 -0.06 0.00
H -2.465999 0.277249 -3.379758 0.30 -0.10 0.17
H 1.986723 2.820984 -1.487441 0.28 -0.08 0.42
H -2.983053 2.819051 -0.581916 0.14 0.00 -0.06
H -2.059720 1.172229 3.395386 -0.15 0.17 0.03
H 2.625175 0.467050 2.488144 0.13 0.23 0.81
H 1.790857 0.842164 0.284685 -0.43 0.06 0.11
H 2.884473 -2.997945 -1.351945 -0.05 -0.12 0.08
H -1.788579 0.707554 1.745283 0.15 0.18 -0.26
H 3.777228 -4.987089 0.906560 -0.01 -0.04 -0.01
H 2.044748 4.371419 2.179451 0.01 -0.07 0.07
H 3.388445 -2.816910 2.068551 0.17 -0.19 -0.33
H -4.231914 0.290932 1.415805 -0.02 0.00 -0.06
H 3.038801 4.042581 0.722922 0.14 0.45 0.18
H -0.852234 4.149586 3.566617 -0.06 -0.14 -0.42
H 2.363676 2.239301 2.940319 0.40 -0.32 0.32
H -0.836258 2.749279 4.556418 0.25 -0.08 0.05
H 2.326866 -5.999346 0.739732 0.06 0.17 -0.27
H 1.988705 -1.912914 1.915666 -0.29 0.27 -0.67
H 0.196741 1.482853 -3.631550 -0.10 -0.22 -0.12
H 0.570129 0.880077 3.894514 -0.30 0.13 0.01
H -0.857351 -2.673845 -2.649415 -0.25 -0.13 0.22
H 2.705799 -5.362388 2.283777 0.22 0.39 0.11
H 0.760026 -3.225225 -2.990798 0.02 -0.01 0.05
H -1.386188 -3.336011 2.093038 0.07 0.01 0.10
H 1.601681 5.071515 0.583315 0.26 0.29 0.26
H 1.318110 2.481001 -4.505205 0.01 0.02 -0.33
H -3.795306 -0.982894 -2.278532 -0.03 -0.10 0.19
H 0.965570 -4.052623 2.870516 -0.10 0.19 0.08
H 0.905214 -1.062755 0.082463 0.29 0.15 -0.14
H -1.459949 -2.203673 -0.196349 -0.29 -0.18 0.06
H 3.103191 -2.114748 0.478936 -0.06 0.30 0.13
H -3.789728 1.867531 -4.021029 0.08 0.03 -0.12
H -3.915063 1.013922 0.104804 -0.08 -0.21 0.25
H -2.542356 2.287583 2.079379 -0.09 -0.09 0.15
H 0.304810 2.372090 -1.257621 0.08 -0.12 0.06
H 0.782295 4.054752 -1.189788 -0.05 -0.14 -0.11
H 0.690113 3.445310 3.985181 0.08 -0.17 -0.05
H -1.942199 0.634164 -1.971047 -0.25 -0.18 -0.14
H -4.599886 -2.287370 -2.262477 -0.01 0.06 0.01
H 0.102762 -0.890232 -1.476252 -0.10 -0.07 0.04
H -1.333923 -3.984355 -0.185130 -0.10 0.01 0.03
H 0.234286 -5.030050 1.601632 -0.05 -0.04 0.20
H -0.331400 -4.383436 -2.267415 -0.29 0.11 -0.13
H -1.385315 1.948807 -5.138715 0.14 0.17 -0.05
H -1.613965 2.335366 -0.088088 0.04 -0.09 0.05
H 0.254449 0.105548 2.394891 -0.16 0.19 -0.42
H -0.253281 -2.037262 1.912496 0.16 0.01 -0.15
H 1.774550 -1.319980 -1.492070 0.14 -0.01 0.26
H -3.803254 1.219690 -5.408941 0.11 -0.05 0.07
H -0.332043 4.774603 1.453705 -0.36 0.11 -0.03
H 3.131017 1.826528 0.745456 -0.19 0.61 -0.61
H 0.830432 0.897127 -5.215630 0.33 -0.05 0.35

Record 3
17
Properties=species:S:1:pos:R:3:forces:R:3 method="wB97M-V/def2-TZVPD" gap_ev=8.4 de_lowest_kj_mol=289.0 smiles="Cn1cncc1O.O=BO" e_lumo_ev=-0.017 e_homo_ha=-0.3107 e_tot_ha=-516.7143
O -1.818440 1.610721 -0.708137 2.49 -2.08 1.54
O -0.430215 -3.411333 2.290516 -0.99 -2.41 0.29
O -0.384933 -1.069942 1.506513 -0.21 -0.83 -0.56
N 1.394207 1.108387 1.050056 -0.01 2.38 2.60
N 0.397958 0.451841 -0.743348 -0.62 0.66 -0.86
C 0.072845 -0.088696 -2.034694 -0.20 3.66 -2.27
C -0.544482 1.308046 -0.065783 -0.29 -1.14 -4.31
C 0.112218 1.713752 0.991855 1.21 -0.74 1.69
C 1.571260 0.443036 -0.000959 -1.62 -1.30 -2.92
B -0.371126 -2.266868 1.735303 0.35 2.83 0.43
H -0.406933 2.095032 1.822142 0.18 0.96 1.08
H -1.947578 2.545542 -0.759594 0.24 0.97 0.18
H 2.442128 -0.111353 -0.431517 -0.75 0.60 0.95
H 0.224721 -3.967058 2.685021 0.63 -0.08 0.08
H -0.132154 -1.100029 -2.130488 -0.23 -2.04 0.38
H 0.664349 0.240007 -2.988225 -0.10 -0.50 2.10
H -0.843826 0.498913 -2.218663 -0.07 -0.94 -0.41

Record 4
18
Properties=species:S:1:pos:R:3:forces:R:3 method="wB97M-V/def2-TZVPD" gap_ev="8.8 / 8.9" de_lowest_kj_mol=19.2 spin_multiplicity=2 e_lumo_ev="0.965 / -0.466" s_squared=0.782 e_homo_ha="-0.2888 / -0.3425" e_tot_ha=-289.5228
O -1.549303 0.695213 0.750180 0.17 0.33 -0.13
N -4.410896 -0.930938 0.420102 -0.72 0.01 0.50
C 2.394699 0.355399 -0.114199 -0.64 -0.12 0.27
C 0.539048 1.206989 -1.459681 0.84 -0.77 -0.06
C 3.025402 -0.785794 0.622805 -0.35 0.38 0.01
C 1.191793 0.193259 -0.780772 0.38 -0.01 -0.37
H -4.312352 -1.302056 -0.510868 0.34 -0.01 0.04
H 3.477954 -1.481818 -0.079188 0.48 -0.04 0.04
H -0.310766 0.968767 -2.081751 -0.09 0.34 -0.04
H 3.715190 -0.418998 1.372485 0.46 -0.14 -0.10
H 0.823333 -0.827672 -0.820133 -0.37 0.07 0.10
H 2.283497 -1.369981 1.164526 -0.26 0.02 -0.01
H 1.104331 2.124065 -1.551827 -0.51 0.36 -0.08
H -3.563557 -0.543061 0.803337 0.33 -0.02 -0.36
H 2.798972 1.360379 -0.054582 0.22 -0.11 0.02
H -1.510676 1.509841 1.263288 -0.17 -0.10 0.15
H -0.948157 0.901562 0.012083 -0.19 -0.24 0.23
H -4.748514 -1.655161 1.044187 0.07 0.05 -0.21

Record 5
82
Properties=species:S:1:pos:R:3:forces:R:3 method="wB97M-V/def2-TZVPD" gap_ev=7.9 total_charge=+2 de_lowest_kj_mol=40.8 e_lumo_ev=-5.461 e_homo_ha=-0.4920 e_tot_ha=-3030.1131
In -0.132045 -0.588316 0.676776 -0.23 0.03 -0.29
S -2.343968 -1.544933 -0.054399 -0.08 -0.13 0.09
P 1.125184 -0.452337 -1.738991 0.31 -0.41 0.32
P -1.253545 1.846039 0.758141 0.03 -0.02 0.11
N 2.578111 0.246294 -1.151318 -0.32 -0.07 0.46
N -2.271356 -1.627144 2.681293 0.27 0.26 -0.42
N -4.262424 -1.090329 1.747427 0.17 -0.18 -0.20
N 1.621528 -2.400589 1.720202 0.31 0.43 -0.25
N 1.822744 0.597432 1.042132 0.24 -0.22 0.53
N -0.934217 -1.811068 2.411789 -0.41 0.50 -0.04
C 2.620913 -2.873084 -1.755795 -0.03 -0.12 -0.20
C 1.079990 0.165005 -3.424050 -0.32 0.16 -0.04
C -4.643588 2.272869 3.016291 0.01 0.00 -0.03
C 0.211001 1.639328 -5.116362 -0.04 0.00 0.11
C -2.460630 1.500088 -1.758996 -0.20 0.32 0.00
C 2.761626 0.798256 0.112897 -0.27 -0.29 -0.12
C -2.966821 -1.415226 1.592945 -0.13 0.06 0.19
C 0.270414 -2.991403 -2.285348 0.00 -0.01 0.08
C 2.913919 -2.636141 1.475875 -0.31 0.17 -0.03
C 1.986322 0.092581 -5.645455 -0.04 0.07 -0.06
C 3.694604 -3.484190 2.240967 0.16 -0.06 -0.02
C 0.197877 1.176279 -3.805431 0.26 0.04 -0.11
C -3.783301 2.193590 1.924075 -0.09 0.04 0.12
C -3.256485 4.157982 -1.919726 -0.01 0.00 -0.03
C -2.796082 1.888190 4.516523 0.09 -0.01 -0.05
C -2.425274 1.972044 2.127977 0.00 -0.03 0.18
C 2.719484 -4.253360 -1.909224 0.07 0.06 0.02
C -3.580323 3.270071 -2.942929 -0.01 0.00 0.00
C -0.043502 3.175014 1.037418 -0.04 0.07 0.05
C -2.138341 2.379073 -0.726987 -0.08 -0.02 -0.13
C 4.107815 2.004287 1.678623 0.13 0.08 0.05
C 3.108867 -4.131338 3.310850 0.07 -0.16 0.16
C 3.137946 1.776276 2.663389 0.11 0.08 0.06
C -1.938358 1.804365 3.428679 -0.16 0.03 0.06
C 0.371118 -4.367103 -2.438599 0.07 0.05 0.01
C 1.597175 -4.998371 -2.244792 -0.05 -0.05 -0.02
C -2.543957 3.715254 -0.817115 -0.01 0.07 0.00
C 1.397238 -2.237940 -1.939106 0.08 -0.02 0.01
C -0.320049 -2.684929 3.082877 0.49 -0.36 0.27
C -4.151959 2.126450 4.306991 -0.02 -0.01 -0.01
C 1.972268 -0.385470 -4.345855 -0.01 -0.02 -0.13
C 3.925811 1.517986 0.408184 0.13 0.08 -0.12
C 1.101331 1.097720 -6.031507 0.08 -0.07 -0.06
C 1.087136 -2.991569 2.790838 -0.45 0.15 -0.05
C 2.024153 1.076725 2.302089 0.03 -0.31 -0.45
C 1.776949 -3.873726 3.592318 0.14 -0.22 0.33
C -3.182903 1.942511 -2.863305 -0.01 0.01 -0.01
H -4.176370 2.305188 0.920845 0.01 0.01 0.04
H 3.679118 -4.745648 -1.777581 -0.14 0.08 -0.02
H -3.436523 1.245484 -3.659277 0.05 0.12 0.15
H -2.411069 1.769621 5.525904 -0.06 0.01 -0.18
H -4.150176 3.616226 -3.798745 0.06 -0.03 0.08
H 1.247641 0.859747 3.025577 -0.06 -0.04 -0.02
H -0.689304 -2.503872 -2.441695 0.06 -0.05 0.01
H -2.321226 4.415661 -0.018824 -0.04 -0.05 -0.08
H 0.527992 2.984862 1.943052 -0.05 0.07 -0.01
H 3.259591 2.137661 3.678458 -0.01 -0.06 -0.15
H 1.277551 -4.338666 4.433891 0.04 0.01 -0.05
H -0.845178 -3.230666 3.858215 -0.05 -0.11 0.01
H 1.106091 1.453049 -7.056760 0.01 -0.03 0.11
H 4.670832 1.671232 -0.366324 -0.09 0.00 0.10
H -0.502902 -4.947790 -2.710425 0.07 0.06 0.02
H -0.882938 1.608121 3.599172 -0.04 0.02 0.01
H -0.482314 1.611149 -3.088065 0.02 0.00 -0.01
H -3.567362 5.195727 -1.978407 0.03 -0.12 0.01
H -4.883484 -1.101349 0.960288 -0.04 0.00 -0.06
H 3.679675 -4.817546 3.925379 -0.04 0.05 -0.03
H 2.636243 -1.196764 -4.062189 -0.07 0.06 -0.03
H 4.739836 -3.632157 1.991668 -0.14 0.01 0.02
H 3.264506 0.509586 -1.835166 0.27 0.08 -0.18
H -4.650912 -1.098627 2.675802 -0.01 -0.02 0.06
H -5.702620 2.453775 2.854885 0.16 -0.02 0.02
H 1.677700 -6.075173 -2.367555 -0.02 0.18 0.02
H -2.170440 0.469386 -1.699906 0.06 -0.25 0.02
H 0.639107 3.231858 0.188052 0.00 -0.01 0.02
H -4.825736 2.197359 5.155100 0.08 -0.01 -0.10
H 3.505535 -2.293534 -1.526873 0.05 0.02 0.02
H 5.009453 2.558835 1.919026 -0.10 -0.06 -0.03
H -0.474677 2.423646 -5.419185 0.06 -0.08 0.03
H -0.559034 4.126617 1.151248 0.03 0.03 -0.01
H 3.350238 -2.128971 0.632175 -0.02 0.13 -0.13
H 2.678761 -0.327168 -6.364036 -0.04 0.01 0.01